Record 1
{"formula": "ClNO4S", "method": "ωB97M-V/def2-TZVPD", "orbital_gap_ev": [8.798, 8.800], "total_charge": 0, "lumo_ev": [-2.48, -2.48], "e_homo_ev": [-11.2834, -11.2836], "relative_energy_kj_mol": 400.48, "e_tot_ev": -33029.5990, "smiles": "O=[N+]([O-])S(=O)(=O)Cl", "elements": ["S", "O", "Cl", "O", "O", "O", "N"], "positions_angstrom": [[-0.6344, 0.1873, 0.1988], [1.6146, -0.9603, 0.5269], [-1.6149, -1.3326, -0.7224], [-1.4112, 1.9167, -0.2751], [-0.6659, -0.1182, 1.5800], [1.5376, 0.4931, -1.0948], [1.1742, -0.1861, -0.2134]], "atomic_forces_ev_per_a": [[-4.3, 5.0, -0.4], [1.5, -1.5, 0.9], [0.3, 0.5, -0.3], [2.8, -5.7, 1.1], [0.0, 0.1, 0.7], [1.6, 0.5, -1.4], [-1.9, 1.2, -0.6]], "nbo_charge": [1.65, -0.24, -0.12, -0.64, -0.83, -0.27, 0.44]}

***

Record 2
{"formula": "C24H53GaIN4O7S", "method": "ωB97M-V/def2-TZVPD", "orbital_gap_ev": 6.290, "total_charge": -1, "lumo_ev": 1.56, "e_homo_ev": -4.7328, "e_tot_ev": -117355.0452, "elements": ["H", "C", "O", "C", "H", "C", "C", "C", "O", "O", "O", "H", "C", "H", "H", "H", "C", "H", "H", "C", "C", "H", "H", "H", "C", "H", "H", "C", "H", "H", "H", "H", "N", "H", "C", "H", "C", "H", "H", "I", "C", "H", "H", "O", "S", "C", "H", "H", "H", "H", "O", "H", "H", "C", "H", "C", "H", "H", "C", "H", "H", "H", "C", "H", "H", "N", "H", "C", "N", "C", "H", "H", "Ga", "H", "H", "N", "H", "H", "C", "H", "H", "H", "O", "H", "H", "H", "H", "H", "C", "C", "H"], "positions_angstrom": [[9.6320, 1.3693, -8.6743], [-4.2293, -5.1552, 4.3244], [-1.7806, 1.7240, -1.5413], [-1.1832, 2.2274, -2.4953], [2.0523, 1.8461, -4.1614], [10.6133, 1.9798, -6.4507], [-4.7412, 1.3435, 3.0040], [-11.2131, -6.1629, 7.7100], [2.9016, 3.1943, 1.9684], [-9.4109, -5.5107, 4.6432], [-6.0873, -2.8268, 2.2804], [-7.1560, -4.9821, 4.2393], [-0.2936, 4.3380, -3.7010], [8.3268, -0.4462, -6.6863], [2.5036, 1.2163, 2.3464], [-11.8403, -7.3791, 5.1121], [4.1474, 1.3045, 0.9087], [-11.5741, -6.3404, 3.7038], [2.5528, 0.2841, -3.5204], [-1.4233, 3.6694, -2.9062], [8.9358, 0.5705, -8.4446], [-12.1249, -6.5148, 7.2409], [4.7008, 4.0629, 2.4238], [-1.5774, 4.2150, -1.9809], [9.6728, 0.8698, -6.0419], [-6.2084, -0.1965, 2.9811], [5.2432, 1.4436, -4.0167], [2.8560, 1.8517, 1.5264], [3.8510, 4.7054, -0.7673], [-10.8219, -6.9540, 8.3521], [7.9370, 0.8765, -8.7610], [6.7153, 0.6883, -2.5480], [-4.6656, -4.2146, 3.3127], [-1.8337, 1.0454, 1.6522], [5.3665, 2.1609, -3.2108], [7.9725, 2.3814, -4.0185], [0.9005, 1.1470, -2.4455], [9.2220, -0.3177, -9.0123], [3.1442, 0.0221, -0.5031], [5.4860, 4.0971, -4.1764], [-6.9202, -3.9235, 4.2419], [3.5179, 4.0114, 3.7363], [6.5337, 1.9973, -1.3686], [9.5553, 0.5176, -4.8839], [2.8351, 4.1285, -1.4183], [-2.8483, 1.2736, 1.3209], [0.9510, 1.7625, -1.5490], [-5.5785, 0.2057, 1.3802], [2.0795, 1.8181, 0.7653], [-4.0153, -3.9587, 2.5872], [-0.2715, 1.5423, -3.2276], [-9.3342, -5.4555, 7.0261], [8.1874, 3.2900, -2.4834], [-10.3376, -5.8564, 5.3563], [10.0614, 2.8009, -6.9096], [-11.6441, -6.3569, 4.7865], [-5.0221, -5.3425, 5.0400], [11.1130, 2.3485, -5.5609], [-5.3149, 0.0700, 2.4289], [0.7556, 0.1132, -2.1416], [8.7613, 1.6405, -2.6540], [-3.9459, -6.1021, 3.8601], [6.6315, 1.7682, -2.4278], [0.1498, 5.1462, -3.1309], [4.8591, 0.1934, -0.7810], [8.9394, 0.2776, -7.0256], [-3.3080, 0.3662, 0.9468], [3.9260, 3.4551, 2.8940], [-3.6091, 1.8249, 2.4368], [3.9586, 0.7499, -0.5140], [-6.5609, -3.6313, 5.2313], [-3.2741, 2.6728, 2.8645], [3.6476, 2.0693, -2.0474], [11.3638, 1.6122, -7.1523], [-3.3623, -4.7589, 4.8570], [-10.2267, -5.7997, 6.7106], [0.5099, 3.6455, -3.9208], [-2.3730, 3.7084, -3.4354], [-5.8789, -3.6022, 3.1980], [-11.4509, -5.2985, 8.3323], [-7.8237, -3.3698, 4.0179], [-0.6476, 4.7162, -4.6558], [-5.2658, 1.9250, 3.9479], [4.9560, 2.0306, 0.9232], [4.4000, 2.5503, 3.2747], [-2.7923, 1.9957, 0.5131], [4.4593, 0.4536, 1.5224], [-4.5997, -0.7452, 2.5119], [2.1864, 1.2739, -3.2476], [7.9686, 2.3289, -2.9387], [-12.4705, -5.7162, 5.0960]], "atomic_forces_ev_per_a": [[0.0, 0.0, 0.0], [0.2, 0.1, -0.3], [1.1, 0.8, -1.6], [-0.8, -1.0, 1.3], [-0.1, 0.2, -0.1], [0.0, 0.0, 0.0], [0.0, 0.1, 0.1], [0.3, 0.1, 0.0], [0.0, 0.0, 0.2], [-0.2, -0.1, 0.1], [-0.1, -0.1, 0.0], [0.0, -0.1, 0.1], [-0.1, -0.1, -0.1], [-0.1, 0.0, 0.0], [0.1, -0.1, 0.2], [-0.1, 0.0, 0.0], [-0.2, -0.9, -0.2], [0.1, 0.0, 0.0], [-0.1, -0.1, -0.2], [0.4, 0.0, -0.1], [-0.2, -0.2, 0.2], [0.0, 0.0, 0.0], [0.2, 0.1, 0.0], [-0.2, -0.1, 0.2], [-0.1, 0.0, 0.0], [0.0, 0.0, 0.0], [0.0, 0.2, -0.4], [-0.1, 0.1, -0.4], [0.1, -0.2, 0.1], [-0.1, 0.0, 0.0], [0.0, 0.1, -0.1], [-0.2, -0.2, 0.3], [-0.1, 0.0, 0.1], [0.0, -0.1, -0.1], [-0.2, -0.1, 0.9], [0.1, 0.2, -0.2], [0.5, -0.5, -0.3], [0.0, 0.1, -0.1], [-0.1, -0.1, 0.0], [0.0, -0.1, -0.1], [0.3, 0.2, -0.1], [-0.1, 0.1, 0.1], [-0.1, 0.0, 0.2], [0.2, -0.2, 0.0], [-0.4, 0.1, -0.1], [0.0, 0.3, 0.4], [-0.4, 0.2, 0.1], [0.1, -0.1, 0.0], [-0.1, 0.2, -0.1], [0.0, 0.0, 0.0], [-0.4, 0.8, 0.3], [0.0, 0.0, 0.0], [0.0, 0.3, -0.2], [0.1, 0.0, -0.1], [0.0, 0.0, -0.1], [0.0, 0.0, 0.0], [0.0, 0.0, 0.0], [0.0, 0.0, 0.1], [0.0, 0.2, 0.1], [-0.1, -0.1, 0.2], [0.2, 0.0, 0.0], [0.0, -0.1, 0.1], [0.3, 0.4, -0.8], [0.0, 0.2, 0.0], [0.1, -0.1, -0.1], [0.2, 0.1, -0.1], [0.0, 0.0, 0.0], [0.0, 0.1, -0.1], [-0.1, -0.2, 0.0], [0.1, 0.6, -0.1], [0.0, -0.1, 0.0], [0.0, 0.0, 0.0], [0.2, -0.4, -0.5], [0.0, 0.1, -0.1], [0.0, -0.1, 0.1], [-0.1, -0.1, 0.0], [0.1, -0.2, 0.0], [-0.1, -0.1, -0.1], [0.0, 0.1, 0.0], [-0.1, 0.0, 0.0], [0.0, 0.0, -0.1], [-0.1, 0.2, -0.1], [0.0, 0.0, 0.0], [0.0, 0.3, 0.1], [0.0, -0.2, 0.1], [0.0, -0.1, -0.1], [0.3, 0.1, 0.3], [0.0, -0.1, -0.1], [0.1, 0.1, 0.5], [-0.1, -0.5, 0.6], [0.0, -0.1, 0.0]], "mulliken_charge": [0.31, -0.85, -0.61, 0.53, 0.51, -1.40, 0.66, -0.85, -0.33, -0.56, -0.65, 0.43, -0.74, 0.23, 0.33, 0.37, -0.54, 0.29, 0.48, -0.32, -0.83, 0.33, 0.23, 0.25, 0.82, 0.31, 0.48, -0.37, 0.04, 0.28, 0.28, 0.20, -0.15, 0.23, -0.66, 0.27, -0.41, 0.28, 0.49, -0.14, -1.33, 0.27, -0.08, -0.61, -0.41, -0.74, 0.05, 0.35, 0.12, 0.24, -0.37, 0.22, 0.40, 0.74, 0.36, -1.36, 0.31, 0.30, -1.08, 0.18, 0.43, 0.28, 0.22, 0.25, 0.56, -0.17, 0.27, -0.81, -0.09, -0.92, 0.36, 0.22, -0.18, 0.43, 0.29, -0.15, 0.06, 0.37, 0.78, 0.28, 0.30, 0.29, -0.70, 0.32, 0.37, 0.30, 0.36, 0.27, -0.74, -1.48, 0.38]}